[1]
Here is a cluster of 3 separate species, C15H34BBrNO10P2S in total from the OMol25 dataset. Energies are from the ωB97M-V functional and the def2-TZVPD basis.

Last column: Mulliken charge in e.
Cartesian coordinates (Å):
S -3.08551 3.89746 1.84841  -0.258
C -2.86252 2.68892 0.62405  0.212
N -2.54577 1.53259 -0.09982  -0.412
B -1.30790 0.90084 0.55801  1.122
O -1.54121 -0.27990 1.46306  -0.527
C -0.34162 -1.17704 1.52921  -0.348
C 0.71222 -0.19874 0.68089  -0.099
Br 2.34682 -1.11224 -0.11793  -0.293
O -0.23954 0.37475 -0.32531  -0.715
H -0.83471 1.86299 1.09392  -0.369
H -0.09521 -1.18692 2.67888  0.226
H -0.47628 -2.22942 0.98190  0.237
H 0.99512 0.67863 1.43854  0.226
O 7.85562 2.19550 0.76910  -0.700
P 8.07602 0.94780 1.65899  0.983
O 6.51228 0.40975 1.53617  -0.392
C 6.01002 0.03127 0.26761  0.127
C 6.49583 -1.35197 -0.12096  -1.109
O 7.90033 1.74390 3.10909  -0.354
C 8.18396 3.12932 3.21568  -0.314
C 6.91076 3.94265 3.05798  -1.053
O 8.32228 -0.44632 2.65332  -0.258
C 9.20020 -1.45275 2.18024  -0.136
C 10.42609 -0.91052 1.47046  -1.226
H 6.27485 0.76554 -0.49581  0.258
H 4.91673 0.01982 0.34486  -0.056
H 7.57094 -1.33114 -0.32602  0.364
H 5.98659 -1.70552 -1.01946  0.439
H 6.32799 -2.06687 0.69015  0.210
H 8.95179 3.43139 2.49628  0.315
H 8.60110 3.30471 4.21239  0.338
H 6.37769 3.69342 2.13557  0.281
H 7.13229 5.01366 3.05353  0.356
H 6.22015 3.73174 3.88084  0.279
H 8.64853 -2.13779 1.53299  0.207
H 9.52128 -2.03008 3.05340  0.343
H 10.15120 -0.40836 0.53754  0.367
H 11.11561 -1.72332 1.22350  0.382
H 10.94754 -0.17922 2.09524  0.341
O -6.63169 -2.36071 -1.70076  -0.697
P -7.37494 -1.00835 -1.82694  0.975
O -7.07214 -0.83242 -3.44780  -0.362
C -7.60596 -1.77799 -4.35648  -0.330
C -9.07511 -1.51052 -4.62183  -0.994
O -6.11128 -0.07217 -1.28460  -0.343
C -5.12738 -0.61238 -0.41782  -0.271
C -3.92481 -1.08748 -1.21503  -0.929
O -8.20542 0.50272 -1.96792  -0.257
C -9.60555 0.51375 -1.75124  -0.137
C -10.05725 -0.39701 -0.62560  -1.233
H -7.45464 -2.79797 -3.99753  0.280
H -7.04676 -1.67486 -5.29352  0.336
H -9.66692 -1.73129 -3.72777  0.219
H -9.44438 -2.13744 -5.43560  0.429
H -9.24081 -0.45940 -4.87647  0.227
H -5.54481 -1.41071 0.20406  0.274
H -4.81439 0.18522 0.26340  0.341
H -4.20997 -1.78234 -2.01062  0.394
H -3.19854 -1.58255 -0.56417  0.214
H -3.43458 -0.24031 -1.70541  0.235
H -10.11688 0.26202 -2.68276  0.192
H -9.88085 1.54483 -1.50647  0.340
H -9.88634 -1.44851 -0.87699  0.371
H -11.12671 -0.26720 -0.43460  0.383
H -9.50348 -0.18546 0.29399  0.348

Calculated values
- net charge = -1
- total energy (Eh) = -5078.78069



[2]
Here is an isolated molecule of C17H19BrN4O from the OMol25 dataset. Energies are from the ωB97M-V functional and the def2-TZVPD basis.

Last column: Mulliken charge in e.
Cartesian coordinates (Å):
O -0.96513 -3.27151 -0.84824  -0.666
C -0.34005 -2.47642 -0.18604  0.592
C 1.12623 -2.69107 0.19679  -0.777
N 1.81603 -1.42716 0.36050  0.132
C 2.09961 -0.81815 -0.93410  -1.016
C 3.05762 0.35702 -0.79314  -0.918
N 4.33062 -0.10461 -0.28609  0.162
C 5.40589 0.72382 -0.16945  0.789
C 5.40031 2.04170 -0.66230  -0.539
C 6.54635 2.79556 -0.53839  -0.518
C 7.66954 2.24743 0.07101  -0.491
C 7.57267 0.94897 0.53402  -0.406
N 6.48693 0.20571 0.42213  -0.347
C 4.30264 -1.36549 0.42306  -0.611
C 3.00209 -1.46422 1.21733  -0.888
N -0.82220 -1.32027 0.34187  -0.051
C -2.09118 -0.75978 0.23529  0.533
C -3.14007 -1.39532 -0.42675  -0.353
C -4.38079 -0.79170 -0.49831  -0.546
C -4.57683 0.44541 0.09097  0.061
Br -6.28875 1.27673 -0.00855  -0.211
C -3.54634 1.09154 0.75328  -0.584
C -2.30739 0.48720 0.82283  -0.452
H 1.58136 -3.34977 -0.55954  0.296
H 1.12119 -3.22659 1.15072  0.458
H 1.15670 -0.46746 -1.36489  0.375
H 2.53119 -1.54807 -1.63790  0.356
H 3.19657 0.81119 -1.77964  0.611
H 2.61544 1.11186 -0.12516  0.409
H 4.52220 2.46245 -1.12350  0.294
H 6.56662 3.81048 -0.90991  0.402
H 8.58038 2.81280 0.18245  0.368
H 8.40686 0.46376 1.02547  0.389
H 4.38032 -2.20195 -0.28249  0.163
H 5.16981 -1.39318 1.08373  0.499
H 2.94850 -0.61035 1.90453  0.251
H 3.00124 -2.37654 1.81538  0.448
H -0.12163 -0.77542 0.83656  0.116
H -2.97655 -2.35757 -0.88215  0.496
H -5.19281 -1.28366 -1.01083  0.412
H -3.71144 2.05572 1.20874  0.401
H -1.49793 0.98414 1.33802  0.362

Calculated values
- SMILES = O=C(CN1CCN(c2ccccn2)CC1)Nc1ccc(Br)cc1
- net charge = 0
- energy above the lowest of the compared OMol25 structures with the same formula, charge and spin (kJ/mol) = 51.71
- total energy (Eh) = -3527.50419



[3]
Here is a cluster of 2 separate species, C27H24Cl2IO2 in total from the OMol25 dataset. Energies are from the ωB97M-V functional and the def2-TZVPD basis.

Last column: Mulliken charge in e.
Cartesian coordinates (Å):
Cl 4.35979 -2.56926 3.61609  -0.142
C 3.22762 -1.39422 3.11162  0.477
C 3.66258 -0.08187 2.86630  -0.740
C 2.74419 0.87380 2.46532  -0.545
C 1.35357 0.57914 2.29897  0.985
C 0.51853 1.67564 1.95152  -0.342
C -0.83850 1.75345 1.53570  1.227
C -1.28562 3.03792 1.09947  -0.581
C -2.57917 3.27060 0.67175  -0.908
C -3.51364 2.22311 0.71351  0.502
Cl -5.12370 2.51963 0.22709  -0.143
C -3.12327 0.94764 1.14993  -1.218
C -1.80439 0.70588 1.52642  0.201
C 0.95677 -0.76938 2.53046  0.049
C 1.87670 -1.73240 2.93892  -1.232
H 4.71373 0.16221 2.99722  0.420
H 3.08226 1.88862 2.25640  0.457
H 1.02403 2.64278 1.97080  0.075
H -0.57146 3.85756 1.11971  0.369
H -2.88985 4.24891 0.31558  0.426
H -3.85342 0.14320 1.18580  0.440
H -1.53178 -0.29967 1.82275  0.356
H -0.07713 -1.06862 2.40457  0.356
H 1.54883 -2.75171 3.12598  0.436
C 4.13611 4.35271 6.73578  -2.117
C 2.72768 3.89019 6.36958  1.782
C 2.76659 2.42730 5.91393  -1.530
C 1.80803 4.03449 7.60129  -1.008
C 0.32190 3.79464 7.30831  0.509
O -0.42759 3.38487 8.19755  -0.672
C -0.12750 4.07104 5.96048  -0.293
I -2.18404 4.08672 5.61844  0.523
C -2.68812 2.11186 6.26691  0.001
C -3.55172 1.93948 7.34478  -0.295
C -3.93270 0.63515 7.69975  -0.514
C -3.43103 -0.45830 6.98389  -0.502
C -2.52785 -0.26364 5.93081  -0.554
C -2.15390 1.03745 5.55852  0.026
C 0.72663 4.47375 4.87876  0.552
O 0.34241 4.54226 3.70180  -0.741
C 2.16171 4.81188 5.27025  -0.947
H 4.11726 5.39027 7.09249  0.433
H 4.55873 3.72484 7.52944  0.424
H 4.80153 4.30379 5.86499  0.421
H 1.76910 2.05331 5.65900  0.271
H 3.41074 2.30757 5.03349  0.331
H 3.16967 1.79820 6.71974  0.459
H 2.12520 3.34589 8.39643  0.381
H 1.91068 5.06399 7.98463  0.425
H -3.92556 2.80061 7.89678  0.421
H -4.62271 0.47965 8.53116  0.371
H -3.74869 -1.47134 7.24497  0.376
H -2.11373 -1.11545 5.38784  0.381
H -1.46625 1.20642 4.72941  0.400
H 2.16714 5.84144 5.66965  0.422
H 2.79585 4.79140 4.37459  0.339

Calculated values
- net charge = +1
- total energy (Eh) = -2411.50085



[4]
Here is a cluster of 2 separate species, C6H16O in total from the OMol25 dataset. Energies are from the ωB97M-V functional and the def2-TZVPD basis.

Last column: Mulliken charge in e.
Cartesian coordinates (Å):
C 0.99846 2.60883 -0.20774  -1.349
C 0.14990 1.69853 0.68371  -0.285
C -0.60864 0.66060 -0.17694  -1.012
C -1.12445 -0.58606 0.60343  1.057
C -1.34336 -1.73435 -0.36124  -1.620
C -0.23256 -1.02041 1.74060  -1.655
H 1.85672 3.05287 0.30446  0.366
H 1.48418 2.07129 -1.00958  0.349
H 0.45026 3.41219 -0.67830  0.321
H -0.60231 2.29775 1.19825  0.256
H 0.83156 1.26745 1.41227  0.366
H -0.07882 0.44707 -1.09000  0.520
H -1.52635 1.16623 -0.46490  0.272
H -2.10192 -0.35912 1.03235  0.206
H -1.63316 -1.41116 -1.35694  0.424
H -2.10880 -2.44573 -0.03546  0.412
H -0.47780 -2.38969 -0.51748  0.292
H 0.80710 -1.26984 1.49832  0.292
H -0.12464 -0.30747 2.55913  0.409
H -0.60911 -1.91182 2.24492  0.440
O 1.65250 -1.32325 -2.00303  -0.634
H 2.52934 -1.34023 -1.61111  0.309
H 1.12393 -1.83274 -1.37586  0.266

Calculated values
- SMILES = CCCC(C)C.O
- net charge = 0
- energy above the lowest of the compared OMol25 structures with the same formula, charge and spin (kJ/mol) = 45.62
- total energy (Eh) = -313.42616



Q: The lowest total energy belongs to which entry?
A: C15H34BBrNO10P2S



Q: Among the records above, which one has the lowest total energy?
A: C15H34BBrNO10P2S